Here is a 3-piece molecular cluster, C17H25ClN3O7P overall in a non-equilibrium geometry from the OMol25 dataset. Energies are from ωB97M-V/def2-TZVPD.

Atoms and positions in Å:
O  -4.27355  -3.35174  2.83095
C  -3.67727  -2.87017  1.91050
O  -3.53880  -3.36483  0.65200
C  -3.29916  -2.25960  -0.21323
C  -4.21729  -2.18405  -1.38539
C  -5.38584  -2.91676  -1.47096
C  -6.20565  -2.75807  -2.55941
N  -6.02247  -1.96855  -3.61525
C  -4.86835  -1.30976  -3.50445
C  -3.97134  -1.35191  -2.47092
C  -3.19028  -1.00322  0.71560
C  -4.27381  0.06256  0.64226
C  -5.58054  -0.47378  1.26902
C  -6.80106  0.33720  0.94901
O  -6.52985  -0.95889  0.36728
P  -1.59242  -0.18345  -0.01220
O  -0.47308  -0.35299  1.18114
Cl  -1.95526  1.85647  -0.25838
O  -3.01236  -1.65232  1.95979
H  -2.27231  -2.41596  -0.57291
H  -5.67571  -3.58191  -0.67012
H  -7.13130  -3.33005  -2.56617
H  -4.62228  -0.66280  -4.34436
H  -3.08135  -0.73424  -2.50586
H  -4.08201  0.92176  1.28505
H  -4.54831  0.35918  -0.36710
H  -5.51247  -0.90975  2.25708
H  -7.66791  0.28834  1.58690
H  -6.49990  1.17252  0.33033
H  -0.73696  0.18270  1.94459
C  3.31794  -0.70320  0.29875
N  3.02845  0.22391  -0.78019
C  4.09755  1.05691  -1.30087
C  1.80015  0.33697  -1.31359
O  1.49478  1.09479  -2.21658
H  3.68456  -0.15361  1.16614
H  4.08354  -1.41229  -0.02280
H  2.41925  -1.25168  0.57633
H  3.83210  2.10867  -1.18025
H  4.23095  0.85488  -2.36516
H  5.02133  0.85103  -0.76903
H  1.06504  -0.33934  -0.84832
C  7.96776  4.09475  1.37051
N  7.56990  2.70154  1.30988
C  8.57061  1.69174  1.00592
C  6.30222  2.31022  1.52586
O  5.91475  1.15696  1.48677
H  8.37887  4.40169  0.40691
H  8.72871  4.22608  2.14226
H  7.11246  4.72415  1.60664
H  8.28494  1.15170  0.10267
H  8.63229  0.97740  1.82744
H  9.53936  2.16191  0.85814
H  5.62138  3.14888  1.74778

Summary:
* structure (SMILES): O=C1O[C@@H](c2ccncc2)[C@](C[C@H]2CO2)(P(O)Cl)O1.CN(C)C=O.CN(C)C=O
* total energy: -58647.5506 eV
* charge: 0
* highest occupied orbital energy: -0.328 Ha
* HOMO-LUMO gap: 9.2 eV
* M: 449.8 g/mol
* E_LUMO: 0.3 eV